<one>
{
  "formula": "C4H8N4",
  "method": "ωB97M-V/def2-TZVPD",
  "spin_multiplicity": 1,
  "mol_weight_g_mol": 112.14,
  "smiles": "[H]/N=C1/NCCN/C1=N/[H]",
  "e_lumo_ev": 0.782,
  "gap_ev": 9.4229,
  "e_homo_ev": -8.64,
  "species": ["N", "N", "N", "N", "C", "C", "C", "C", "H", "H", "H", "H", "H", "H", "H", "H"],
  "xyz": [[-1.9927, -1.5191, -0.3198], [0.2638, -1.3345, -0.0245], [-1.9285, 1.5382, 0.3738], [0.1568, 1.3211, -0.2809], [-1.0252, -0.7551, -0.1060], [-0.9684, 0.7257, -0.0345], [1.4762, -0.6536, 0.4004], [1.5366, 0.7089, -0.2770], [2.3439, -1.3065, 0.1816], [0.2628, -2.3289, 0.2564], [2.2436, 1.5361, -0.1067], [-2.7440, 0.9202, 0.5377], [-0.0094, 2.3771, -0.4416], [-2.7610, -0.9160, -0.3049], [1.6903, 0.3105, -1.3673], [1.4551, -0.6242, 1.5133]],
  "lowdin_charge": [0.1567, 0.0192, 0.0992, 0.0225, -0.3753, -0.4441, -0.2177, -0.1282, 0.1228, 0.1439, 0.1189, 0.0286, 0.1853, 0.0144, 0.1362, 0.1175]
}

***

<two>
{
  "formula": "C4H8N4",
  "method": "ωB97M-V/def2-TZVPD",
  "spin_multiplicity": 1,
  "mol_weight_g_mol": 112.14,
  "smiles": "[H]\\N=C(N)/C=C\\C=N/N",
  "e_lumo_ev": 0.298,
  "gap_ev": 9.7207,
  "e_homo_ev": -9.42,
  "species": ["N", "N", "N", "N", "C", "C", "C", "C", "H", "H", "H", "H", "H", "H", "H", "H"],
  "xyz": [[0.3074, -1.6094, -1.2991], [0.5715, 1.3594, -0.8965], [-0.0432, 2.7363, 1.0153], [-1.0404, -1.1236, -1.2852], [0.2077, 1.5643, 0.4869], [1.0033, -1.5529, -0.2804], [-0.0177, 0.2862, 1.1897], [0.3439, -1.0015, 1.0812], [-0.5711, 0.3815, 2.0646], [0.1820, 2.2804, -1.4254], [-1.5893, -1.7376, -0.4476], [-0.1920, 0.7529, -1.2135], [-0.0760, 2.8731, 2.0004], [-1.2552, -1.5190, -2.2060], [0.0408, -1.8583, 1.6750], [2.1283, -1.8320, -0.4594]],
  "lowdin_charge": [-0.1073, 0.0669, 0.1150, -0.0363, -0.4544, -0.1929, -0.0849, -0.0450, 0.0762, 0.1494, 0.1696, 0.0217, 0.0244, 0.0704, 0.0928, 0.1345]
}

***

Which is most stable, and by how much? <one>, by 0.0937 hartree.

***

<one>
{
  "formula": "C4H8N4",
  "method": "ωB97M-V/def2-TZVPD",
  "spin_multiplicity": 1,
  "mol_weight_g_mol": 112.14,
  "smiles": "CC(C)n1cnnn1",
  "e_lumo_ev": 0.665,
  "gap_ev": 10.8547,
  "e_homo_ev": -10.19,
  "species": ["N", "N", "N", "N", "C", "C", "C", "C", "H", "H", "H", "H", "H", "H", "H", "H"],
  "xyz": [[-0.7137, 2.3580, -1.7684], [0.0317, 0.6641, -0.7012], [-0.3094, 1.9678, -0.5935], [-0.5018, 1.3870, -2.6389], [0.3607, -0.2124, 0.5683], [-0.1237, -1.6873, 0.0961], [0.0385, 0.4065, 1.9710], [0.0897, 0.3472, -2.0407], [0.5904, -0.2838, 2.6534], [0.3352, -0.5059, -2.7142], [-0.9876, 0.3642, 2.3394], [-0.0768, -2.2521, 0.9940], [1.4728, -0.2475, 0.6425], [0.3291, 1.4391, 2.0233], [0.6018, -2.0571, -0.6174], [-1.1369, -1.6879, -0.2137]],
  "lowdin_charge": [-0.0596, -0.0907, 0.0184, -0.0361, -0.2554, -0.0322, -0.0633, -0.1447, 0.0886, 0.1311, 0.0705, 0.0552, 0.1268, 0.0591, 0.0676, 0.0646]
}

***

<two>
{
  "formula": "C4H8N4",
  "method": "ωB97M-V/def2-TZVPD",
  "spin_multiplicity": 1,
  "mol_weight_g_mol": 112.14,
  "e_lumo_ev": 0.935,
  "gap_ev": 8.1584,
  "e_homo_ev": -7.22,
  "species": ["N", "N", "N", "N", "C", "C", "C", "C", "H", "H", "H", "H", "H", "H", "H", "H"],
  "xyz": [[-1.5735, -0.6568, -1.1550], [1.3593, -1.0456, 0.1909], [-1.3619, 0.3598, -0.0906], [0.8005, 1.4560, -0.3123], [2.3573, -0.2474, -0.0640], [-2.2202, 0.0621, 1.0805], [-0.1804, 0.7918, -0.0015], [2.1031, 1.1238, -0.3934], [3.4147, -0.5955, 0.0004], [1.6266, -1.9627, 0.1494], [-2.2280, -1.0096, 0.9780], [-0.6138, -1.1426, -0.9332], [2.9100, 1.9449, -0.4364], [-3.1629, 0.6241, 1.0335], [-1.7354, 0.4101, 2.0042], [-1.4954, -0.1125, -2.0504]],
  "lowdin_charge": [0.0720, 0.0364, -0.2093, 0.0868, -0.2673, -0.0170, -0.1722, -0.1964, 0.1092, 0.0007, 0.0741, 0.0979, 0.1061, 0.0871, 0.0914, 0.1003]
}

***

<three>
{
  "formula": "C4H8N4",
  "method": "ωB97M-V/def2-TZVPD",
  "spin_multiplicity": 1,
  "mol_weight_g_mol": 112.14,
  "e_lumo_ev": -0.117,
  "gap_ev": 8.9784,
  "e_homo_ev": -9.09,
  "species": ["N", "N", "N", "N", "C", "C", "C", "C", "H", "H", "H", "H", "H", "H", "H", "H"],
  "xyz": [[2.6616, -0.1166, -0.9605], [-1.6449, 0.8463, -0.4454], [1.2718, -0.5182, 0.9374], [-1.6129, -0.6388, -0.0440], [0.6296, 0.8153, 0.9267], [-0.4153, 1.2419, -0.2020], [1.9493, -0.8713, -0.1544], [-2.9365, -0.7451, -0.1550], [0.2604, 1.7963, -0.9481], [0.1263, 1.0970, 1.8902], [1.9861, -1.8727, -0.6308], [0.6175, -1.2128, 0.9918], [-4.2612, 0.0058, -0.2100], [-3.0680, -1.8430, 0.1077], [2.6570, 0.7992, -0.7032], [1.5893, 1.5761, 0.5977]],
  "lowdin_charge": [0.0785, -0.0322, -0.0173, -0.0157, -0.1618, -0.1612, -0.3268, -0.1323, 0.1139, 0.1147, 0.1231, 0.0565, 0.2159, 0.0419, -0.0490, 0.1517]
}

***

Which is most stable, and by how much? <one>, by 0.0700 hartree.

***

<one>
{
  "formula": "CH3BrS",
  "method": "ωB97M-V/def2-TZVPD",
  "spin_multiplicity": 1,
  "mol_weight_g_mol": 127.01,
  "smiles": "C=S.Br",
  "e_lumo_ev": -0.403,
  "gap_ev": 8.5060,
  "e_homo_ev": -8.91,
  "species": ["Br", "S", "C", "H", "H", "H"],
  "xyz": [[-4.1150, 0.3509, -0.0711], [1.2952, -1.0570, -0.2180], [2.2421, 0.0804, 0.4221], [-4.5904, -0.3599, -1.2597], [2.8199, 0.6299, -0.2894], [2.3482, 0.3557, 1.4160]],
  "lowdin_charge": [0.2547, 0.6054, -0.5613, -0.2548, -0.0194, -0.0247]
}

***

<two>
{
  "formula": "CH3BrS",
  "method": "ωB97M-V/def2-TZVPD",
  "spin_multiplicity": 1,
  "mol_weight_g_mol": 127.01,
  "e_lumo_ev": [-0.091, -2.409],
  "gap_ev": [9.9601, 5.9031],
  "e_homo_ev": [-10.05, -8.31],
  "species": ["Br", "S", "C", "H", "H", "H"],
  "xyz": [[-1.0354, 0.6562, -0.4014], [0.0247, -2.8018, 1.3317], [0.3172, 1.7148, -0.9841], [-0.6446, -3.6241, 2.2266], [1.2646, 1.3677, -1.4630], [0.0736, 2.6872, -0.7098]],
  "lowdin_charge": [0.6205, 0.2688, -0.5680, -0.2751, 0.0185, -0.0647]
}

***

Which is most stable, and by how much? <one>, by 0.0880 hartree.

***

<one>
{
  "formula": "C4H2Cl2O2",
  "method": "ωB97M-V/def2-TZVPD",
  "spin_multiplicity": 1,
  "mol_weight_g_mol": 152.96,
  "e_lumo_ev": -0.561,
  "gap_ev": 8.0499,
  "e_homo_ev": -8.61,
  "species": ["Cl", "Cl", "O", "O", "C", "C", "C", "C", "H", "H"],
  "xyz": [[2.5054, 0.5993, -0.5301], [0.0506, -1.2945, -2.5657], [-1.2832, 0.0893, 0.7518], [0.3355, 0.9375, 2.1319], [0.0506, 0.4896, 0.9220], [-0.1697, -0.3813, -1.1187], [0.7524, 0.0589, -0.2140], [-1.4362, -0.2715, -0.6258], [-2.3307, -0.7861, -1.1880], [1.5254, 0.5590, 2.4365]],
  "lowdin_charge": [0.5552, 0.6849, 0.0399, 0.0295, -0.4122, -0.7552, -0.5307, -0.1014, 0.1618, 0.3282]
}

***

<two>
{
  "formula": "C4H2Cl2O2",
  "method": "ωB97M-V/def2-TZVPD",
  "spin_multiplicity": 1,
  "mol_weight_g_mol": 152.96,
  "smiles": "O=C/C(Cl)=C(\\Cl)C=O",
  "e_lumo_ev": -0.982,
  "gap_ev": 8.8629,
  "e_homo_ev": -9.85,
  "species": ["Cl", "Cl", "O", "O", "C", "C", "C", "C", "H", "H"],
  "xyz": [[-1.5172, 1.5879, -0.3467], [1.4569, -1.4846, -0.2610], [1.3502, 2.2738, 0.2234], [-2.8427, -1.0472, 0.1463], [1.6954, 1.1542, 0.0397], [-1.6815, -1.1767, 0.0799], [-0.7429, 0.1020, -0.2113], [0.6089, 0.0015, -0.1502], [2.7862, 0.7522, 0.0764], [-1.1133, -2.1632, 0.4035]],
  "lowdin_charge": [0.7915, 0.6992, 0.0488, 0.0665, -0.2786, -0.2765, -0.6589, -0.6504, 0.1248, 0.1336]
}

***

Which is most stable, and by how much? <two>, by 0.0507 hartree.

***

<one>
{
  "formula": "C3H7N2O2",
  "method": "ωB97M-V/def2-TZVPD",
  "spin_multiplicity": 1,
  "charge": -1,
  "mol_weight_g_mol": 103.10,
  "e_lumo_ev": 4.339,
  "gap_ev": 8.5925,
  "e_homo_ev": -4.25,
  "species": ["O", "O", "N", "N", "C", "C", "C", "H", "H", "H", "H", "H", "H", "H"],
  "xyz": [[-0.1053, -0.2548, -1.4389], [1.5852, 0.6197, -0.1120], [1.6454, 0.7942, -2.3638], [-1.6211, -0.3858, 1.8391], [-0.7807, -1.3247, 1.1463], [0.9802, 0.3855, -1.2099], [-1.3630, 0.8441, 1.5713], [-1.2379, -1.6855, 0.2112], [-0.6884, -2.1845, 1.8303], [1.2123, 0.4630, -3.2346], [0.2769, -1.0463, 0.9530], [-2.0499, 1.5283, 2.1382], [-0.4968, 1.2663, 0.9784], [2.6430, 0.9805, -2.3086]],
  "lowdin_charge": [-0.1323, -0.1356, 0.0652, -0.1016, -0.2135, -0.8357, -0.0890, 0.0698, 0.0501, 0.0724, 0.0619, 0.0483, 0.0761, 0.0639]
}

***

<two>
{
  "formula": "C3H7N2O2",
  "method": "ωB97M-V/def2-TZVPD",
  "spin_multiplicity": 1,
  "charge": -1,
  "mol_weight_g_mol": 103.10,
  "e_lumo_ev": 3.569,
  "gap_ev": 6.1768,
  "e_homo_ev": -2.61,
  "species": ["O", "O", "N", "N", "C", "C", "C", "H", "H", "H", "H", "H", "H", "H"],
  "xyz": [[-1.8003, -1.1579, 1.5476], [2.4371, 0.3226, -1.4156], [0.4371, 0.7483, -0.0883], [-2.1511, -0.1734, -0.6269], [0.0489, -0.6397, 0.0948], [-1.4722, -0.7186, 0.2658], [1.9644, 0.8370, -0.3092], [0.0791, 1.0449, -0.9900], [-1.6843, -0.0810, 1.4150], [0.3399, -1.2841, -0.7499], [0.5337, -1.0630, 0.9700], [2.0748, 1.9488, -0.2187], [-3.1643, -0.1703, -0.5364], [2.3573, 0.3863, 0.6416]],
  "lowdin_charge": [-0.0060, -0.3155, -0.0730, 0.1502, -0.2331, -0.5661, -0.6000, 0.0723, 0.1647, 0.1120, 0.1032, 0.0658, 0.0539, 0.0716]
}

***

<three>
{
  "formula": "C3H7N2O2",
  "method": "ωB97M-V/def2-TZVPD",
  "spin_multiplicity": 1,
  "charge": -1,
  "mol_weight_g_mol": 103.10,
  "e_lumo_ev": 4.292,
  "gap_ev": 7.2187,
  "e_homo_ev": -2.93,
  "species": ["O", "O", "N", "N", "C", "C", "C", "H", "H", "H", "H", "H", "H", "H"],
  "xyz": [[-2.5341, -0.3436, -0.1435], [-1.7865, -1.5350, 1.6463], [-1.6089, -0.8844, 0.5395], [0.7332, -1.3435, 0.8155], [-0.0975, 0.7656, -1.0242], [1.0279, 1.4454, -0.4359], [-0.4176, -1.0016, -0.0567], [0.2412, 0.4065, -2.0799], [0.2576, -1.3566, 1.7029], [0.8808, 2.1916, 0.3178], [0.9774, -2.3454, 0.8671], [1.7021, 1.9460, -1.2119], [-1.1301, 1.1992, -0.9966], [1.7546, 0.8559, 0.0597]],
  "lowdin_charge": [-0.1479, -0.1508, -0.4943, -0.0155, -0.1438, -0.2404, -0.1748, 0.0836, 0.0184, 0.0497, 0.0496, 0.0773, 0.0622, 0.0266]
}

***

Which is most stable, and by how much? <one>, by 0.1291 hartree.